(1)
A single C4H7NO molecule. Source: OMol25; level of theory: ωB97M-V with the def2-TZVPD basis set.

Structure (XYZ):
```
13
Properties=species:S:1:pos:R:3:forces:R:3
C -1.16175 -0.67232 0.57228 -0.1350 0.0367 -0.0512
C 0.27869 -0.27597 0.30496 -0.1281 -0.1244 -0.2855
C 0.48037 0.76274 -0.77154 0.0465 0.1944 0.3064
O 0.09533 0.17319 -1.98918 -0.0335 0.1874 -0.3304
C 1.47319 -0.29550 2.36939 -0.1528 0.9735 0.1404
N 0.85777 0.26631 1.52885 0.7117 -1.3877 0.7344
H -1.20670 -1.50181 1.28654 0.0461 0.1684 -0.1573
H -1.70795 0.17298 0.99949 -0.0086 -0.0655 -0.0969
H -1.63442 -0.97877 -0.36224 0.0042 0.0303 0.0720
H 0.85792 -1.16407 0.02649 -0.1123 0.1623 -0.0015
H 1.54314 1.04964 -0.76000 -0.2018 -0.0186 -0.1297
H -0.11753 1.64891 -0.51350 0.0198 -0.0327 -0.1682
H 0.24194 0.81468 -2.69154 -0.0561 -0.1239 -0.0325
```
Forces are in eV/Å.

energy above the lowest of the compared OMol25 structures with the same formula, charge and spin: 54.2 kcal/mol
LUMO level: 0.6489 eV

Mulliken population analysis, charges in e, atoms 1 to 4: number 1, C, carries -1.275; number 2, C, carries 0.406; number 3, C, carries -0.575; number 4, O, carries -0.506

(2)
A molecular structure, C53H45AsN3O11P2ReS2. Source: OMol25; level of theory: ωB97M-V with the def2-TZVPD basis set.

Structure (XYZ):
```
118
Properties=species:S:1:pos:R:3:forces:R:3
Re -0.42114 -0.52776 0.51580 -0.3371 -1.6625 -1.0343
O -4.28123 1.12486 -1.42798 0.1988 0.1265 0.0079
S -2.88215 1.44517 -1.04130 -0.0275 -0.3275 0.2054
C -2.95914 2.85154 0.04980 -0.0948 -0.0043 -0.1450
C -4.05652 3.69144 -0.06430 -0.0323 0.0663 0.0177
C -4.15282 4.79972 0.75975 -0.0013 -0.0186 0.0219
C -3.15635 5.04309 1.69492 0.0153 0.0112 0.0134
C -2.08795 4.16872 1.83243 -0.0586 0.0810 0.0436
C -1.98150 3.04716 1.01407 0.1342 -0.2750 0.1160
P -0.55639 1.91097 1.30800 0.6776 0.5129 0.3068
C -0.06957 2.29795 3.07295 -0.0155 0.0837 0.0415
C 0.88207 3.29934 3.31125 -0.0498 -0.0940 -0.0881
C 1.25492 3.65184 4.60073 0.0011 0.0326 -0.0233
C 0.68522 3.02060 5.69301 -0.0204 0.0044 0.0459
C -0.28961 2.05865 5.48124 0.0545 0.0069 0.0007
C -0.66873 1.70997 4.19505 -0.0154 -0.0309 -0.1495
C 0.77692 2.79522 0.38292 -0.0275 -0.0923 -0.0455
C 2.10846 2.40785 0.58246 -0.1384 -0.1018 0.1648
C 3.15370 3.16448 0.08868 0.0028 0.0614 0.0556
C 2.88760 4.31100 -0.65118 -0.0244 0.0239 0.0146
C 1.57728 4.65994 -0.93255 0.0153 -0.0217 0.0099
C 0.52508 3.90476 -0.42348 0.0334 0.0363 0.1923
C -2.06696 2.19318 -2.43460 -0.1504 -0.0456 -0.0639
C -2.75529 3.15230 -3.17110 0.0458 -0.0191 0.0227
C -2.22950 3.60078 -4.36368 0.0365 0.0389 -0.0804
C -1.05464 3.03281 -4.85029 -0.0443 0.0359 -0.0373
C -0.39990 2.05308 -4.13043 -0.0493 -0.1112 0.0320
C -0.86878 1.64064 -2.87420 0.1544 -0.1227 0.0458
P 0.09040 0.32152 -1.99152 0.1535 0.0014 -0.2211
C 1.85789 0.83865 -2.15372 -0.0645 -0.0642 0.0160
C 2.82702 -0.02754 -1.63423 0.0395 -0.0599 -0.1088
C 4.17992 0.23026 -1.79462 -0.0660 0.0129 -0.0109
C 4.59771 1.35979 -2.48286 0.0078 -0.0297 0.0137
C 3.64924 2.24114 -2.97241 0.0127 0.0211 -0.0463
C 2.29536 1.99736 -2.79396 -0.0554 -0.0571 -0.0378
C -0.05835 -1.08858 -3.22116 -0.2548 0.0284 -0.0159
C -1.07076 -1.05596 -4.37873 0.3179 0.0005 0.1659
C -0.76972 -1.86745 -5.55715 -0.1329 0.0669 0.0453
C 0.23034 -2.75662 -5.54201 0.1543 -0.0679 0.0710
C 1.16397 -2.82162 -4.43669 -0.0260 0.0417 -0.1702
C 1.09451 -1.98591 -3.39303 -0.0620 0.1390 -0.1027
H -4.83258 3.44831 -0.78046 0.0191 -0.0042 0.0320
H -5.00544 5.46192 0.68178 0.0274 -0.0066 0.0005
H -3.21988 5.90595 2.34556 -0.0036 -0.0223 -0.0142
H -1.35012 4.35854 2.59923 -0.0269 -0.0083 -0.0131
H 1.33037 3.84271 2.49740 0.0919 0.0058 -0.1410
H 1.98695 4.43638 4.74346 0.0078 -0.0275 -0.0187
H 0.98373 3.28941 6.69868 -0.0143 -0.0021 -0.0289
H -0.76645 1.56691 6.32114 -0.0012 0.0161 -0.0447
H -1.45524 0.98884 4.08154 0.0211 -0.0754 -0.0164
H 2.33444 1.52686 1.17497 -0.0075 -0.0078 -0.0254
H 4.17576 2.86512 0.28407 -0.0454 -0.0049 -0.0085
H 3.70436 4.91785 -1.02290 -0.0289 -0.0253 0.0037
H 1.36242 5.53401 -1.53474 0.0006 -0.0115 0.0178
H -0.48574 4.22942 -0.62315 -0.1028 -0.0148 0.0147
H -3.71430 3.51117 -2.81868 0.0508 -0.0037 -0.0024
H -2.74844 4.35849 -4.93648 0.0116 -0.0249 -0.0009
H -0.66301 3.33620 -5.81297 -0.0185 -0.0113 0.0165
H 0.45852 1.56568 -4.56986 0.0722 0.0198 0.0184
H 2.53402 -0.92123 -1.10759 0.0266 0.0777 0.0604
H 4.90089 -0.46729 -1.38800 -0.0052 0.0070 -0.0098
H 5.65281 1.55735 -2.62582 -0.0231 -0.0162 -0.0061
H 3.95865 3.14030 -3.49164 -0.0130 -0.0132 0.0247
H 1.60095 2.74116 -3.14668 -0.0558 0.0069 -0.0058
H -1.70098 -0.19382 -4.52972 -0.0361 0.1910 0.0267
H -1.36655 -1.70341 -6.44622 0.0168 -0.0180 0.0342
H 0.41491 -3.37792 -6.40945 0.0077 0.0147 0.0221
H 1.99209 -3.51604 -4.50188 -0.0336 0.0026 0.0121
H 1.87812 -1.98228 -2.65429 -0.0114 -0.0673 -0.0101
O 2.32669 -3.77954 -0.27124 -0.0956 0.2222 -0.3653
As 1.49848 -3.03207 1.04081 0.6953 -0.1034 0.5022
O 2.35303 -3.05208 2.42808 -0.0666 0.1129 -0.3144
O 1.39165 -1.30630 0.57282 -0.4073 0.5302 0.0541
C -0.07905 -4.11770 1.35408 -0.2154 -0.1138 -0.1955
C -0.05495 -4.77608 2.58070 0.0126 0.0042 -0.1703
C -1.01616 -5.74225 2.85416 -0.1433 -0.0903 0.0110
C -1.98623 -6.06053 1.91069 0.0270 -0.0401 0.1600
C -2.00206 -5.41972 0.67936 0.0967 0.2144 -0.0620
C -1.04848 -4.45203 0.40596 0.0014 0.0802 0.1959
S -1.03850 -3.65999 -1.22662 0.5747 -0.2676 0.1761
O 0.13982 -4.27943 -1.88977 -0.1993 0.0234 0.3198
O -1.34077 -1.71367 -3.14610 0.0835 0.1204 0.0024
O -0.45794 -2.29299 -0.63487 -0.3239 0.8575 0.3869
H 1.68695 -4.02576 -0.98825 -0.0459 0.0032 0.1512
H 0.74212 -4.54920 3.27890 -0.0434 0.0181 0.0232
H -0.99676 -6.26633 3.80261 0.0130 0.0309 -0.0252
H -2.72586 -6.81960 2.13296 0.0150 0.0084 -0.0114
H -2.74848 -5.66306 -0.06780 -0.0032 0.0108 0.0203
O -4.92200 -3.47892 4.58692 0.0267 0.0795 0.0071
C -3.89852 -3.94475 5.45473 0.0594 0.0396 -0.0368
N -2.63399 -3.49892 4.93819 -0.1622 0.0216 -0.0719
C -1.93716 -2.48366 5.50801 0.0457 0.1888 -0.0201
O -2.17744 -1.99750 6.59431 0.0291 -0.1433 0.0020
C -0.81072 -1.93024 4.67940 -0.0795 -0.0193 0.0318
C 0.41182 -1.61679 5.25910 0.1270 0.1147 0.0725
C 1.36973 -0.97721 4.49751 -0.0562 -0.0126 0.2462
C 1.07255 -0.63298 3.19746 -0.1629 -0.1363 0.0085
N -0.11221 -0.93006 2.63662 -0.3205 -0.2142 -0.1608
C -1.02506 -1.59405 3.36481 -0.0784 0.1027 0.0600
H -5.72906 -3.34718 5.09373 -0.0112 -0.0298 0.0021
H -3.90522 -5.03406 5.49448 -0.0333 -0.0639 -0.0471
H -3.99942 -3.53933 6.45858 0.0122 0.0131 0.0492
H -2.38091 -3.80321 4.00952 0.1031 -0.1166 0.0676
H 0.59004 -1.86869 6.29695 0.0000 0.0141 -0.0121
H 2.34276 -0.73490 4.89902 -0.0094 -0.0131 -0.0262
H 1.79810 -0.13374 2.57822 0.0044 -0.0146 -0.0545
H -1.96740 -1.81090 2.87999 0.1651 -0.0914 0.0363
O -3.28308 -2.46379 -0.59336 0.0264 0.1536 0.2270
C -3.50490 -1.67876 0.28871 0.0683 0.1463 -0.2434
C -4.87551 -1.46179 0.89783 0.0825 0.1095 0.0920
C -4.66229 -0.39849 1.96218 -0.0242 -0.1216 -0.0998
C -3.20398 -0.05221 1.83645 0.0389 0.0421 -0.0124
O -2.65624 0.80062 2.51908 -0.0162 0.0549 -0.2498
N -2.55123 -0.80455 0.88563 -0.0688 0.1397 0.0560
H -5.24067 -2.41238 1.28119 -0.0079 -0.0320 0.0315
H -5.53894 -1.14225 0.09596 0.0070 -0.0036 -0.0274
H -4.84910 -0.74428 2.98006 0.0092 -0.0220 0.0001
H -5.24545 0.51060 1.81204 0.0173 -0.0114 -0.0140
```
Forces are in eV/Å.

LUMO level (alpha / beta): -2.9642 / -4.1497 eV
total charge: +1
spin multiplicity: 4

Mulliken population analysis, charges in e, atoms 1 to 4: number 1, Re, carries 2.372; number 2, O, carries -0.819; number 3, S, carries 1.208; number 4, C, carries 0.813

(3)
A single C2H2Cl2N2S molecule. Source: OMol25; level of theory: ωB97M-V with the def2-TZVPD basis set.

Structure (XYZ):
```
9
Properties=species:S:1:pos:R:3:forces:R:3
C 0.92813 0.15427 -0.89342 -0.0744 0.9494 0.8887
C 0.58671 1.10819 -0.02711 -1.8545 -4.8868 0.4769
N -0.46655 -1.17351 0.88751 2.3557 -2.5355 -1.8207
N -0.81770 0.00185 1.00867 0.5104 4.3993 -0.5159
S 0.32762 -1.46161 -0.92917 0.1779 0.5063 0.4429
Cl 1.02077 2.33789 0.87910 0.5233 1.7987 0.6076
Cl -2.16462 0.53618 -0.19119 -0.8972 -0.0885 0.0219
H 1.69478 0.44524 -1.59525 0.1266 -0.1964 -0.3445
H -1.10914 -1.94851 0.86086 -0.8678 0.0535 0.2430
```
Forces are in eV/Å.

energy above the lowest of the compared OMol25 structures with the same formula, charge and spin: 98.6 kcal/mol
LUMO level: -0.7985 eV

Mulliken population analysis, charges in e, atoms 1 to 4: number 1, C, carries -0.170; number 2, C, carries 0.353; number 3, N, carries -0.191; number 4, N, carries -0.321

E: -286.545330; -6831.490481; -1505.285460 (hartree)